# C26H33Br2IrN3S2

A molecular structure, C26H33Br2IrN3S2 (ωB97M-V/def2-TZVPD, the OMol25 dataset).

Computed properties:
- HOMO (spin up / spin down): -12.33 / -13.91 eV
- Net charge: +2
- HOMO-LUMO gap (spin up / spin down): 0.283 / 0.221 Ha
- 2S+1: 6

Last column: Mulliken spin population.
Cartesian coordinates (Å):
Ir1 0.047 0.449 0.275  2.303
Br1 2.200 3.183 1.307  0.018
Br2 4.275 1.730 -0.658  0.002
S1 -0.616 0.200 2.661  0.830
S2 -1.572 -0.842 -0.827  0.753
N1 -1.871 2.046 0.689  0.126
N2 0.615 -4.039 0.080  0.004
N3 -0.265 1.695 -1.716  0.152
C1 -1.224 -1.472 -3.447  0.013
C2 -2.210 0.783 2.757  0.001
C3 4.238 -1.847 1.365  0.045
C4 -2.538 2.186 -0.611  0.057
C5 -3.018 0.425 3.855  0.088
C6 -4.349 0.775 3.881  -0.042
C7 -4.887 1.508 2.829  0.140
C8 4.041 3.048 0.713  0.000
C9 -1.030 -0.517 -2.447  0.009
C10 1.264 -2.875 -0.679  -0.004
C11 -4.095 1.910 1.757  -0.027
C12 2.100 -2.010 0.219  -0.006
C13 2.479 -0.288 1.819  0.015
C14 -2.758 1.565 1.714  0.137
C15 -1.564 2.453 -1.752  -0.017
C16 3.404 -2.455 0.443  -0.002
C17 -0.349 -3.599 1.124  0.016
C18 0.324 0.780 -3.961  -0.022
C19 1.603 -4.994 0.659  -0.001
C20 -0.629 -1.318 -4.684  -0.020
C21 1.629 -0.833 0.843  0.256
C22 -0.289 0.648 -2.725  0.073
C23 0.837 2.652 -1.945  0.016
C24 0.161 -0.204 -4.927  0.078
C25 -1.320 3.348 1.131  0.014
C26 3.744 -0.779 2.095  -0.004
H1 2.284 -5.319 -0.123  0.000
H2 -0.741 -4.483 1.622  -0.002
H3 0.442 -2.342 -1.153  0.009
H4 2.148 0.564 2.395  -0.001
H5 0.185 -2.967 1.830  -0.006
H6 5.241 -2.214 1.522  0.002
H7 4.322 4.023 0.332  0.001
H8 0.688 3.208 -2.872  -0.001
H9 1.864 -3.357 -1.452  0.005
H10 2.150 -4.487 1.450  0.001
H11 -3.126 1.286 -0.790  -0.005
H12 -4.970 0.486 4.716  0.001
H13 4.627 2.760 1.578  0.000
H14 4.348 -0.310 2.861  0.000
H15 0.916 1.649 -4.203  0.001
H16 -2.077 2.231 -2.691  -0.004
H17 -0.597 3.708 0.404  -0.006
H18 -0.773 -2.062 -5.453  0.000
H19 -1.833 -2.339 -3.229  0.001
H20 -5.929 1.794 2.849  0.004
H21 3.774 -3.305 -0.115  0.002
H22 -0.823 3.223 2.091  -0.003
H23 -3.232 3.034 -0.600  0.006
H24 -4.540 2.510 0.977  0.005
H25 -1.151 -3.043 0.651  -0.005
H26 -1.312 3.513 -1.785  -0.003
H27 -2.123 4.082 1.239  0.001
H28 -2.577 -0.145 4.660  -0.001
H29 0.640 -0.081 -5.887  0.002
H30 0.090 -4.556 -0.628  0.002
H31 0.868 3.352 -1.117  -0.009
H32 1.056 -5.844 1.060  0.000
H33 1.785 2.117 -1.974  -0.001

# C31H24N4O11S4W

A molecular structure, C31H24N4O11S4W (ωB97M-V/def2-TZVPD, the OMol25 dataset).

Computed properties:
- HOMO (spin up / spin down): -3.17 / -3.17 eV
- Net charge: -2
- HOMO-LUMO gap (spin up / spin down): 0.251 / 0.251 Ha

Last column: Mulliken charge in e.
Cartesian coordinates (Å):
W1 13.879 15.268 7.298  2.497
S1 7.406 16.837 9.437  -0.407
S2 13.606 12.188 8.517  1.026
S3 16.025 15.364 7.230  -0.449
S4 6.025 15.056 12.842  1.132
O1 6.398 15.720 14.102  -0.668
O2 13.177 14.938 5.497  -0.764
O3 12.436 13.694 3.890  -0.710
O4 13.894 17.059 6.562  -0.605
O5 10.612 15.618 6.454  -0.325
O6 14.068 15.262 9.344  -0.832
O7 9.223 13.940 6.343  -0.565
O8 4.883 14.142 12.932  -0.679
O9 13.270 10.865 8.024  -0.792
O10 12.974 12.745 9.699  -0.360
O11 12.589 18.270 11.428  -0.690
N1 12.148 16.003 8.137  0.685
N2 13.525 13.263 7.228  -0.049
N3 6.009 16.092 11.608  -0.602
N4 12.105 16.315 9.476  -1.391
C1 13.128 17.175 12.091  0.083
C2 16.295 12.282 7.776  -0.734
C3 12.459 19.839 4.887  -0.227
C4 13.945 14.957 12.274  0.126
C5 9.620 14.884 6.939  0.121
C6 17.961 12.776 9.399  1.150
C7 9.893 13.353 11.367  -0.377
C8 9.251 14.454 10.781  0.147
C9 9.305 12.670 12.423  -0.557
C10 13.346 18.939 5.357  -0.538
C11 15.744 12.301 10.176  -0.527
C12 11.594 17.813 6.578  -0.031
C13 7.062 15.960 10.825  0.186
C14 14.167 15.131 13.609  -0.829
C15 13.321 15.927 11.524  -0.198
C16 13.143 15.806 10.027  0.975
C17 17.596 12.607 8.103  -0.556
C18 10.674 18.761 6.041  -0.699
C19 13.430 17.377 13.436  -0.648
C20 11.070 16.623 7.308  -0.340
C21 7.972 14.821 11.249  -0.223
C22 13.924 16.362 14.194  -0.307
C23 8.024 13.022 12.925  -0.546
C24 15.345 12.139 8.847  0.071
C25 12.939 17.912 6.183  0.670
C26 12.735 13.793 5.058  0.381
C27 19.326 13.388 9.705  -1.472
C28 12.723 12.701 6.063  -0.404
C29 11.095 19.758 5.182  -0.694
C30 17.040 12.600 10.439  -0.738
C31 7.460 14.121 12.362  -0.056
H1 10.308 17.026 7.967  0.663
H2 19.471 14.166 8.993  0.331
H3 14.364 18.933 4.887  0.307
H4 14.192 13.994 11.830  0.331
H5 13.209 11.755 5.674  0.415
H6 9.063 15.220 7.779  0.417
H7 9.594 18.664 6.247  0.390
H8 18.280 12.818 7.329  0.433
H9 20.139 12.635 9.546  0.296
H10 7.479 12.371 13.639  0.341
H11 19.570 13.739 10.743  0.328
H12 15.006 12.156 11.002  0.524
H13 9.652 15.025 9.972  0.455
H14 16.067 12.323 6.712  0.301
H15 14.755 14.370 14.055  0.405
H16 14.297 16.622 15.199  0.296
H17 11.740 12.415 6.355  0.369
H18 12.768 20.642 4.162  0.265
H19 13.393 18.323 13.925  0.421
H20 10.266 20.300 4.765  0.371
H21 12.223 17.965 10.614  0.441
H22 9.774 11.733 12.767  0.332
H23 10.848 12.975 11.037  0.617
H24 17.490 12.857 11.377  0.294

# C2H3I2NO2

A molecular structure, C2H3I2NO2 (ωB97M-V/def2-TZVPD, the OMol25 dataset).

Computed properties:
- HOMO (spin up / spin down): -9.52 / -7.78 eV
- Net charge: 0
- HOMO-LUMO gap (spin up / spin down): 0.329 / 0.233 Ha

Last column: natural (NBO) charge in e.
Cartesian coordinates (Å):
I1 1.489 1.987 -0.500  0.212
I2 1.619 -0.842 1.624  0.256
O1 0.124 -1.079 -2.923  -0.263
O2 0.930 -2.158 -1.187  -0.269
N1 0.680 -1.241 -1.893  0.528
C1 0.484 0.578 0.695  -0.413
C2 -0.959 0.650 0.946  -0.764
H1 -1.490 -0.277 0.922  0.238
H2 -1.381 0.992 1.982  0.232
H3 -1.497 1.389 0.337  0.242

# C4H11NO2

A single C4H11NO2 molecule (ωB97M-V/def2-TZVPD, the OMol25 dataset).

Computed properties:
- HOMO: -9.26 eV
- SMILES: C[C@@H](O)[C@@H](N)CO
- Net charge: 0
- HOMO-LUMO gap: 0.371 Ha

Last column: natural (NBO) charge in e.
Cartesian coordinates (Å):
O1 2.137 -1.476 -0.191  -0.724
O2 -1.938 0.294 -0.529  -0.718
N1 -0.267 -1.012 1.533  -0.845
C1 0.933 -0.846 -0.545  -0.057
C2 -0.785 0.932 0.089  0.085
C3 0.250 -0.040 0.607  -0.101
C4 -0.334 2.077 -0.844  -0.638
H1 0.167 1.628 -1.705  0.199
H2 1.194 -0.218 -1.411  0.151
H3 2.641 -1.078 0.497  0.472
H4 0.409 2.687 -0.322  0.215
H5 0.199 -1.570 -0.879  0.173
H6 1.057 0.591 1.000  0.188
H7 -1.217 1.410 0.986  0.174
H8 -1.574 0.098 -1.401  0.455
H9 -1.215 2.637 -1.137  0.229
H10 -1.161 -1.321 1.174  0.372
H11 -0.358 -0.779 2.506  0.370

Total energy readings, ordered: -7222.89036, -3902.41226, -878.42955, -364.21245 Ha
Energy above the lowest of the compared OMol25 structures with the same formula, charge and spin readings, ordered: 41.37, 114.44, 462.65, 146.29 kJ/mol